Record 1
C19H16F3O13Rb as an isolated structure, computed with ωB97M-V with the def2-TZVPD basis set.

Geometry (Å):
Rb (1.87035, 11.68323, 29.59372)
C (5.38867, 13.10801, 28.97687)
O (6.21608, 11.92281, 28.68154)
O (4.55863, 12.90867, 29.92333)
C (6.37336, 14.30463, 29.23915)
F (7.41070, 13.98187, 30.03736)
F (6.92053, 14.82841, 28.09795)
F (5.79316, 15.36735, 29.82807)
C (7.04672, 11.98475, 27.58443)
C (7.56997, 10.56995, 27.32683)
H (6.71165, 9.89796, 27.27037)
H (8.07906, 10.48485, 26.35594)
H (8.24575, 10.19919, 28.09548)
H (7.92554, 12.63721, 27.72344)
H (6.55282, 12.32724, 26.65980)
H (4.91750, 13.37381, 27.97236)
C (3.16494, 8.90589, 33.66905)
C (2.52758, 8.31236, 34.78308)
C (1.17441, 8.85466, 35.25253)
O (0.55215, 8.30604, 36.20139)
C (0.63994, 9.97234, 34.56888)
C (1.30165, 10.63401, 33.52783)
C (2.58885, 9.96853, 32.94151)
O (3.03667, 10.49473, 31.90656)
O (0.98230, 11.76601, 33.08915)
O (3.10132, 7.44298, 35.47518)
H (4.17051, 8.60616, 33.40479)
H (-0.31830, 10.36399, 34.90044)
C (2.40747, 8.16466, 29.28126)
C (3.11484, 6.94299, 29.40228)
C (2.38051, 5.74109, 29.99503)
O (2.99560, 4.65874, 30.12934)
C (1.07593, 5.93430, 30.46127)
C (0.37957, 7.16770, 30.36211)
C (1.03137, 8.34633, 29.56939)
O (0.41879, 9.41756, 29.35858)
O (-0.76388, 7.35230, 30.81453)
O (4.29645, 6.83340, 29.02550)
H (2.91375, 9.02062, 28.84502)
H (0.46197, 5.15446, 30.89757)
C (3.51881, 9.78882, 26.23088)
O (2.52320, 10.73987, 26.60820)
C (2.70898, 11.98685, 26.19911)
O (3.54736, 12.34518, 25.41109)
O (1.78096, 12.75043, 26.77729)
C (1.73075, 14.09391, 26.30816)
H (3.78953, 9.88012, 25.17732)
H (3.00716, 8.82417, 26.25607)
H (4.33801, 9.75061, 26.94034)
H (0.74458, 14.47210, 26.56469)
H (1.87252, 14.14230, 25.22915)
H (2.51348, 14.66475, 26.80867)

Forces on the atoms, in the same order (eV/Å):
0.49 -0.37 1.18
-0.95 0.16 -0.34
-0.04 0.29 0.33
0.08 0.27 -0.13
0.20 -0.10 0.41
0.23 -0.06 -0.02
0.21 0.03 -0.31
-0.38 0.08 0.05
0.98 -0.66 -0.62
-0.34 -0.18 -0.50
0.07 -0.10 0.18
0.06 0.22 0.09
-0.09 0.12 0.18
-0.13 0.15 0.12
-0.28 0.14 0.16
0.29 0.02 -0.14
-0.59 0.53 0.01
1.52 0.15 0.20
-1.60 0.04 -0.05
0.63 0.07 -0.16
0.16 -0.19 0.20
0.32 0.37 0.11
-0.29 0.37 -0.04
0.17 -0.19 0.00
-0.25 -0.23 -0.28
-0.29 -0.29 0.26
-0.06 -0.33 -0.12
0.02 0.04 0.11
-1.15 0.09 -0.46
0.36 0.92 -0.45
-0.16 -0.92 1.02
0.21 -0.19 -0.47
-0.60 0.87 -0.50
-0.71 0.23 -0.52
1.62 -0.42 0.88
-0.56 -0.19 -0.34
-0.01 -0.10 -0.10
0.03 -0.34 -0.08
0.28 -0.09 0.03
0.43 -0.30 0.17
-0.64 -1.39 -0.58
-0.01 0.65 0.16
0.45 -1.16 -0.13
-0.10 0.55 -0.17
-0.38 0.30 -0.27
0.22 0.03 0.16
0.41 0.64 0.20
0.02 0.10 0.57
0.13 0.29 -0.06
0.01 -0.01 0.13
0.07 -0.07 0.01
-0.05 0.13 -0.08

HOMO-LUMO gap in hartree: 0.0694
Highest occupied orbital energy in eV: 4.37
LUMO energy in eV: 6.260
Net charge: -4

Record 2
A 5-piece molecular cluster, H10O4S overall, computed with ωB97M-V with the def2-TZVPD basis set.

Geometry (Å):
O (0.23276, 0.20507, -2.32569)
H (0.49510, -0.06627, -3.22032)
H (0.26755, -0.60259, -1.78701)
O (0.85917, -0.80931, 1.76854)
H (0.95849, 0.12318, 1.51885)
H (1.18021, -0.87946, 2.69965)
O (-1.70154, -1.49668, 0.61918)
H (-0.96778, -1.20342, 1.17538)
H (-2.07110, -0.69378, 0.24565)
O (0.25488, -2.03044, -0.71988)
H (-0.63822, -1.96693, -0.35766)
H (0.79988, -1.79695, 0.04601)
S (0.23452, 2.17032, 0.28580)
H (-0.44754, 3.31435, 0.15557)
H (-0.06101, 1.81038, -0.98518)

Forces on the atoms, in the same order (eV/Å):
0.06 0.33 -0.75
-0.15 0.15 0.51
0.08 -0.51 0.18
0.37 0.13 1.15
-0.01 -0.14 0.17
-0.38 0.10 -1.14
-1.12 0.13 0.66
0.02 0.19 0.41
-0.16 0.22 -0.01
1.61 -0.14 -0.75
-0.47 -0.27 -0.12
0.10 -0.21 -0.27
-0.20 0.16 -0.52
0.00 0.02 0.27
0.24 -0.16 0.22

HOMO-LUMO gap in hartree: 0.3791
Energy above the lowest of the compared OMol25 structures with the same formula, charge and spin in eV: 0.3343
Highest occupied orbital energy in eV: -9.99
SMILES: O.O.O.O.S
LUMO energy in eV: 0.330

Record 3
C10H19ClMnNOs as an isolated structure, computed with ωB97M-V with the def2-TZVPD basis set.

Geometry (Å):
Mn (0.12878, -0.74898, -3.35520)
Cl (0.67587, 1.01394, -1.91070)
C (-1.29760, -0.32545, -4.81655)
C (1.84348, -1.06683, -4.32755)
H (-1.02022, -1.04442, -5.60481)
H (-2.26688, -0.56701, -4.34287)
H (-1.25459, 0.71114, -5.19436)
H (1.55253, -1.65844, -5.20881)
H (2.39251, -1.63586, -3.55248)
H (2.30866, -0.10230, -4.59421)
Os (-0.18402, -0.11202, 0.03911)
C (-2.02380, 0.56013, -0.04080)
C (-0.93849, -1.65357, 0.65349)
H (-2.35648, 0.00183, -0.95001)
H (-2.71223, 0.29507, 0.79233)
H (-2.09565, 1.64459, -0.26918)
H (-0.35443, -2.40726, 1.18951)
H (-1.99183, -1.92706, 0.51529)
C (-1.81757, 0.93941, 3.20801)
C (-0.36297, 0.90599, 3.07226)
C (0.60023, 1.20270, 4.05302)
C (1.86242, 0.88792, 3.53271)
C (1.65218, 0.39613, 2.23094)
C (2.52864, -0.18806, 1.22284)
N (0.31241, 0.46362, 1.94949)
H (-2.09105, 1.31915, 4.20228)
H (-2.25057, -0.06700, 3.13691)
H (-2.27842, 1.61619, 2.48171)
H (0.36873, 1.60175, 5.03117)
H (2.82606, 0.98575, 4.01071)
H (3.27176, 0.53596, 0.86909)
H (3.07906, -1.04864, 1.62138)
H (1.89348, -0.52841, 0.35528)

Forces on the atoms, in the same order (eV/Å):
-0.96 -0.04 -0.92
0.43 1.15 1.06
-0.33 -0.19 0.64
0.54 -0.47 0.22
-0.42 0.28 0.14
-0.03 0.22 -0.80
-0.16 -0.46 0.19
0.57 0.08 0.25
0.54 0.10 -0.83
0.02 -0.54 0.12
1.05 0.97 1.01
-2.52 0.51 -0.60
-0.85 -2.39 -0.58
-0.19 0.45 0.34
0.67 0.21 -0.61
0.33 -0.58 0.15
-0.07 0.18 0.26
0.24 -0.07 0.18
-0.90 0.34 0.28
1.84 0.35 0.79
-1.35 -0.18 -0.83
0.50 -0.75 -1.71
-0.23 1.19 2.26
0.85 -0.16 -0.52
-0.19 0.47 0.37
0.16 -0.10 -0.26
-0.09 0.15 -0.20
-0.15 -0.20 0.05
0.04 -0.10 -0.06
-0.09 -0.06 0.04
-0.20 -0.23 -0.35
-0.22 -0.04 -0.33
1.15 -0.09 0.24

HOMO-LUMO gap (alpha / beta) in hartree: 0.1609 / 0.1744
Multiplicity: 9
Energy above the lowest of the compared OMol25 structures with the same formula, charge and spin in eV: 0.0000
Highest occupied orbital energy (alpha / beta) in eV: -5.99 / -7.74
⟨S²⟩: 20.048
LUMO energy (alpha / beta) in eV: -1.615 / -2.992

Record 4
C24H25N4O2PdSTe as an isolated structure, computed with ωB97M-V with the def2-TZVPD basis set.

Geometry (Å):
Pd (-0.66676, 0.91026, 1.13456)
N (1.33029, 1.12190, 5.19676)
C (0.53092, 1.13679, 4.06847)
S (0.74788, -0.20149, 2.98516)
N (-0.30949, 2.16643, 3.91892)
N (-0.94170, 2.19442, 2.73639)
C (-1.80191, 3.13049, 2.46984)
C (-2.36350, 3.33092, 1.11044)
C (-3.25648, 4.35359, 0.90443)
C (-3.79995, 4.50383, -0.35275)
C (-3.45638, 3.60817, -1.35413)
C (-2.55727, 2.62682, -1.04411)
N (-1.98893, 2.49016, 0.11303)
H (1.54699, 0.21221, 5.58351)
H (0.99200, 1.81778, 5.90814)
H (-2.02203, 3.88918, 3.25390)
H (-3.43932, 5.06745, 1.66173)
H (-4.50320, 5.27945, -0.55496)
H (-3.85784, 3.75749, -2.34731)
H (-2.26359, 1.86430, -1.73267)
C (-3.25238, -2.26498, 2.73557)
C (-2.56396, -1.64953, 1.55504)
O (-2.60297, -0.42567, 1.42258)
C (-1.84931, -2.50059, 0.54066)
C (-2.24700, -3.81321, 0.45396)
C (-1.76061, -4.68507, -0.52165)
C (-0.82107, -4.16990, -1.43453)
C (-0.40683, -2.86313, -1.43387)
C (-0.92154, -1.94328, -0.40312)
O (-0.52377, -0.78412, -0.43485)
H (-3.13921, -1.58393, 3.57400)
H (-2.83491, -3.27539, 2.92599)
H (-4.28541, -2.34485, 2.47595)
H (-2.99022, -4.13473, 1.15661)
H (-2.00890, -5.74027, -0.46471)
H (-0.31501, -4.76951, -2.15272)
H (0.37059, -2.37624, -2.02614)
C (3.78547, -2.23451, -4.03346)
C (3.50006, -1.12246, -3.02878)
C (2.41265, -0.27105, -3.27241)
C (2.02331, 0.66449, -2.30845)
C (0.98005, 1.69974, -2.53053)
C (2.66941, 0.65748, -1.01318)
Te (1.89186, 1.73152, 0.71657)
C (3.79384, -0.09819, -0.81433)
C (4.48050, -0.09508, 0.54004)
C (4.19967, -1.00552, -1.84094)
H (2.81922, -2.62996, -4.43982)
H (4.40237, -3.03524, -3.62554)
H (4.36115, -1.82424, -4.88621)
H (1.88169, -0.31258, -4.21875)
H (0.46234, 1.42281, -3.46418)
H (1.40518, 2.67037, -2.70845)
H (0.24263, 1.66058, -1.70375)
H (3.76701, -0.34290, 1.33507)
H (4.76693, 0.92058, 0.75473)
H (5.32278, -0.74596, 0.54742)
H (5.06467, -1.64562, -1.63319)

Forces on the atoms, in the same order (eV/Å):
0.12 -2.58 -1.24
-1.90 1.56 0.43
1.16 -1.45 0.36
-0.90 0.52 0.36
-0.51 0.34 -0.26
-0.01 0.29 -0.24
0.31 1.29 0.53
0.68 -0.79 0.82
0.28 -0.01 -0.41
-0.04 -0.44 -0.58
-0.81 1.44 0.19
0.53 -1.18 -1.07
0.22 -0.01 2.44
0.16 0.11 -0.21
0.70 -0.99 -0.86
-0.02 -0.59 -0.53
-0.39 0.45 0.81
-0.29 0.50 -0.07
0.02 -0.36 0.00
0.07 -0.20 -0.72
0.97 -0.67 -0.22
1.48 -0.92 -1.72
0.12 1.26 0.56
-0.64 1.95 1.12
0.34 -1.78 -1.11
-0.14 0.59 0.99
0.50 0.63 -0.05
-0.78 1.14 2.01
-0.98 -3.88 -0.88
1.46 4.66 0.49
-0.04 -0.11 0.13
-0.40 0.77 0.24
-0.89 -0.16 0.05
-0.15 -0.49 0.13
-0.07 0.21 -0.33
-0.02 -0.89 -0.47
-0.25 -0.64 -0.28
-0.17 0.62 -0.55
-0.30 -0.80 -0.17
0.12 0.97 0.97
0.72 -0.21 1.43
-1.14 -1.30 -0.92
-1.00 0.45 -1.19
0.59 0.17 -1.64
0.55 -1.43 0.12
-1.06 0.40 -0.63
0.07 0.61 0.86
0.91 0.20 0.40
-0.25 0.00 0.14
-0.35 -0.15 0.27
0.03 0.01 0.08
-0.14 0.27 0.35
0.16 0.57 0.31
0.34 0.34 -0.39
0.21 -0.43 -0.09
0.58 0.43 0.14
0.62 -0.45 0.22
-0.38 0.17 -0.14

HOMO-LUMO gap (alpha / beta) in hartree: 0.1832 / 0.0811
Multiplicity: 5
Energy above the lowest of the compared OMol25 structures with the same formula, charge and spin in eV: 1.4109
Highest occupied orbital energy (alpha / beta) in eV: -9.24 / -9.19
⟨S²⟩: 6.068
LUMO energy (alpha / beta) in eV: -4.254 / -6.982
Net charge: +1

In the order shown, the computed largest force on an atom values come out to 0.0367, 0.0347, 0.0514, 0.0955 hartree/bohr.